No. 1
18
Properties=species:S:1:pos:R:3 method="wB97M-V/def2-TZVPD" smiles="C=C(ON)[C@@H](C)[NH3+]" total_charge=+1 molar_mass_g_mol=103.14 e_lumo_ev=-3.59
H 1.44653 0.20623 1.60852
H 0.25270 -1.81742 -0.36570
O -1.38007 -0.81248 -0.27357
H 1.71459 1.77844 0.80335
C -0.62231 0.36619 -0.14338
H -2.04004 1.88829 0.42062
N -2.69068 -0.84644 0.31593
H 2.83332 0.64382 0.35594
C 1.71854 0.73796 0.69177
H 0.83601 0.75160 -1.41859
H -0.40145 2.38395 0.28413
C -1.05078 1.60005 0.01859
H -3.38546 -0.61082 -0.41598
H 1.86462 -1.72247 0.12775
C 0.84534 0.16078 -0.44350
N 1.19694 -1.30123 -0.58381
H -2.75197 -1.82954 0.53864
H 1.61417 -1.57691 -1.52071


No. 2
18
Properties=species:S:1:pos:R:3 method="wB97M-V/def2-TZVPD" smiles="CN(C)C(=O)C[NH3+]" total_charge=+1 molar_mass_g_mol=103.14 e_lumo_ev=-3.60
O 0.18579 -1.63069 -0.09607
H -1.99487 2.24653 0.18139
C 0.04991 -0.42108 -0.00550
C -0.98758 1.83147 0.18841
C 1.35026 0.41110 -0.05792
H -0.52613 2.23141 -0.70125
H -2.02164 -1.14076 1.36327
H 1.42848 1.42086 -0.51144
H -2.84671 -0.52718 -0.12555
H -0.42940 2.27467 1.04179
C -2.24949 -0.27332 0.75635
H 1.99274 0.70645 0.79197
H -2.83071 0.29502 1.46559
N 2.23636 -0.48638 -0.91309
H 2.14308 -1.34076 -0.35525
H 2.16124 -0.65681 -1.90898
N -0.98494 0.39552 0.25479
H 3.12866 -0.02116 -0.74031


No. 3
18
Properties=species:S:1:pos:R:3 method="wB97M-V/def2-TZVPD" total_charge=+1 molar_mass_g_mol=103.14 e_lumo_ev=-5.03
C -0.58691 2.30509 -0.93146
C -0.16578 -2.52112 -0.69832
H 0.74692 1.43675 -2.16180
H 0.15948 -0.10586 0.35910
N -0.25218 1.61982 -2.14533
C 0.61441 -0.61284 2.19405
H -0.66898 0.69172 -2.06650
H 0.77872 2.14649 0.42870
H -1.66462 2.37945 -0.80891
O -0.05995 1.69355 0.30023
N 0.30002 -0.92981 0.99659
C 0.15375 -2.28601 0.56503
H 0.66598 0.43116 2.45108
H 0.79300 -1.43070 2.88099
H -0.25680 3.34363 -0.93091
H -0.22037 -1.74238 -1.44481
H 0.44631 -2.98559 1.33250
H -0.33239 -3.54764 -0.99273


No. 4
18
Properties=species:S:1:pos:R:3 method="wB97M-V/def2-TZVPD" smiles="C[NH2+][C@@](C)(N)C=O" total_charge=+1 molar_mass_g_mol=103.14 e_lumo_ev=-3.50
H -0.07513 -0.99655 -2.05884
H 0.24304 0.90280 1.37145
O 2.27334 0.75879 -0.27205
H -1.33583 0.41843 1.20412
H 0.36393 2.37903 -0.34748
H -1.20620 1.94396 -0.89980
H 1.07630 -2.01524 1.08163
N -0.64874 -0.59656 -1.28155
H 2.06444 -1.02839 -1.17154
C 0.10555 -1.75409 0.84355
H -0.32044 -2.52808 0.23813
N -0.43105 0.80345 0.66756
H -0.56897 -1.66594 1.67732
C 0.20386 -0.44598 -0.09240
H -1.57573 -0.82024 -1.00663
C -0.65514 2.07502 -0.04577
H -1.13592 2.74766 0.65981
C 1.62270 -0.17806 -0.56753


No. 5
18
Properties=species:S:1:pos:R:3 method="wB97M-V/def2-TZVPD" total_charge=+1 molar_mass_g_mol=103.14 e_lumo_ev="-4.87 / -4.87"
H -1.02723 0.69496 -2.74394
H 1.53838 -1.43301 -0.51494
N -1.03021 1.53390 0.11356
C -1.39631 -0.26721 -2.52123
N 0.56308 -0.19083 0.83227
H 0.62428 1.47674 2.06268
C 1.05147 0.49459 2.08359
O -0.73489 -0.81549 -1.41058
H 2.27543 -1.16716 1.00027
H -1.85536 1.77403 -0.44060
C 1.31730 -1.37080 0.54315
H -1.16641 -0.99661 -3.23970
H 0.78457 -2.40462 0.80224
H 2.16700 0.49349 2.00795
H -2.59386 -0.39096 -2.40264
C -0.29792 0.46034 0.09802
H 0.61402 -0.08876 2.89021
H -0.83334 2.19740 0.83971


No. 6
18
Properties=species:S:1:pos:R:3 method="wB97M-V/def2-TZVPD" total_charge=+1 molar_mass_g_mol=103.14 e_lumo_ev=-3.22
H 2.24117 0.44843 -1.55647
H -2.19189 -1.44799 -1.48636
H 0.32291 0.25409 0.98409
H 2.29184 -1.17070 -0.54997
C 1.65151 -0.35468 -1.12035
H -2.31105 -0.12118 -0.14537
H -2.30044 0.20902 -1.72795
N 0.07987 1.44114 3.04718
H 0.38495 -0.54259 -3.02982
C 0.54914 -1.00785 -2.05055
H -0.57790 2.13757 2.57850
C -0.34574 -0.52779 -0.99512
C -1.79566 -0.53994 -1.03456
O 0.03609 0.28295 2.28680
H 0.59339 -2.14267 -1.97758
H -0.18701 1.20802 4.07119
N 0.51611 0.09618 -0.26976
H 1.04270 1.77798 2.97612


No. 7
19
Properties=species:S:1:pos:R:3 method="wB97M-V/def2-TZVPD" total_charge=-1 molar_mass_g_mol=119.14 e_lumo_ev=0.67
C 0.75674 1.87959 0.13603
H -1.59918 0.82074 -0.36849
H 2.46758 0.28229 0.50623
H 0.09158 0.14637 1.28489
H -3.14375 -2.00382 0.78044
H 4.92643 -0.79643 0.39194
C -2.89694 -1.10636 0.14949
H -1.29217 -1.90623 -0.90747
H -2.90950 -0.26602 0.90500
N 1.61995 0.01095 -0.05407
N -1.40509 -1.26957 -0.12730
C 0.29817 0.53235 0.28655
O 4.03324 -0.50770 0.60485
O -3.63511 -0.95964 -0.91978
H 2.04475 0.29666 -0.94174
H 0.79881 2.47262 1.04431
H 1.47619 2.21756 -0.60011
H -0.74158 0.15824 -1.62401
C -0.89013 -0.00158 -0.54675


No. 8
19
Properties=species:S:1:pos:R:3 method="wB97M-V/def2-TZVPD" smiles="N[C@H](CC[NH3+])C(=O)O" total_charge=+1 molar_mass_g_mol=119.14 e_lumo_ev=-3.34
H 2.17947 1.47580 -1.84625
H 1.53292 -0.09502 -1.52041
C -1.54294 -1.38659 0.62348
C -0.81473 -0.07719 0.41209
N 1.52273 0.90730 -1.23693
H -1.79606 0.78699 -1.18061
H 1.55880 1.93258 0.59113
C 0.70905 -0.01481 0.88637
H 2.80387 0.63756 0.63740
H -1.28126 0.72273 0.93724
H -3.21574 -2.13428 1.31988
C 1.71361 0.96832 0.22355
O -2.58838 -1.26067 1.41604
H 0.82349 0.17637 2.03046
H 1.15006 -1.00711 0.89882
H -1.05024 -0.65202 -1.56611
N -0.89347 0.22825 -1.06056
O -1.41937 -2.38109 0.01149
H 0.60818 1.17289 -1.57709


Calculated electronic energy, -9344.23217; -9346.63051; -9345.97873; -9346.00500; -9343.35958; -9343.98975; -11395.65934; -11394.35990 eV (same order as the records).
Calculated energy relative to the best compared isomer or geometry (same formula, charge and spin), 446.2; 214.8; 277.7; 275.2; 530.4; 469.6; 809.4; 170.2 kJ/mol (same order as the records).